The following is a DFT calculation (wB97M-V/def2-TZVPD) of 10 unconnected molecules or ions with the total composition C37H82BN4O16P.

Each atom is followed by the atoms it is bonded to, with distances in Å.
Positions of all 141 atoms, in Å:
1 C 6.307 -1.372 0.155  C2 1.343, H42 1.082, H43 1.082
2 C 6.443 -0.090 0.533  C1 1.343, C3 1.478, H44 1.082
3 C 5.629 0.943 -0.140  C2 1.478, O4 1.199, O5 1.370
4 O 5.138 0.826 -1.227  C3 1.199
5 O 5.442 2.076 0.609  C3 1.370, C6 1.452
6 C 4.489 1.870 1.685  O5 1.452, C7 1.538, H45 1.084, H46 1.088
7 C 3.047 1.877 1.149  C6 1.538, C8 1.540, H47 1.089, H48 1.085
8 C 2.320 0.532 1.333  C7 1.540, C9 1.540, H49 1.088, H50 1.087
9 C 1.248 0.337 0.245  C8 1.540, C10 1.540, H51 1.088, H52 1.089
10 C -0.031 -0.340 0.773  C9 1.540, C11 1.544, H53 1.085, H54 1.083
11 C -1.343 0.313 0.286  C10 1.544, C12 1.536, H55 1.085, H56 1.086
12 C -2.037 -0.469 -0.839  C11 1.536, C13 1.545, O25 1.468, C31 1.574
13 C -2.487 -1.870 -0.367  C12 1.545, C14 1.553, H57 1.086, H58 1.084
14 C -2.909 -2.043 1.118  C13 1.553, C15 1.535, H59 1.085, H60 1.089
15 C -1.918 -2.830 1.986  C14 1.535, N16 1.473, H61 1.097, H62 1.086
16 N -1.323 -2.029 3.068  C15 1.473, C17 1.455, H63 1.012
17 C -2.224 -1.870 4.199  N16 1.455, C18 1.518, H64 1.089, H65 1.098
18 C -2.020 -0.605 5.012  C17 1.518, C19 1.384, C23 1.387
19 C -3.095 -0.061 5.693  C18 1.384, C20 1.372, H66 1.082
20 C -2.992 1.077 6.454  C19 1.372, C21 1.378, H67 1.079
21 C -1.787 1.740 6.543  C20 1.378, C22 1.376, H68 1.078
22 C -0.696 1.217 5.886  C21 1.376, C23 1.384, H69 1.080
23 C -0.807 0.055 5.144  C18 1.387, C22 1.384, O24 1.374
24 O 0.322 -0.441 4.537  C23 1.374, H70 0.964
25 O -0.914 -0.797 -1.726  C12 1.468, C26 1.344
26 C -0.629 0.249 -2.521  O25 1.344, O27 1.190, C28 1.550
27 O 0.384 0.359 -3.136  C26 1.190
28 C -1.856 1.195 -2.502  C26 1.550, P29 1.833, C31 1.558, H71 1.087
29 P -2.059 1.641 -4.268  C28 1.833, N30 1.587, H72 1.404, H73 1.401
30 N -1.172 2.919 -4.579  P29 1.587, H74 1.011
31 C -2.971 0.397 -1.763  C12 1.574, C28 1.558, B32 1.620, N37 1.473
32 B -3.785 1.379 -0.765  C31 1.620, O33 1.394, N34 1.434
33 O -3.217 2.613 -0.451  B32 1.394, H75 0.972
34 N -5.089 1.103 -0.233  B32 1.434, C35 1.470, C36 1.470
35 C -5.460 -0.306 -0.039  N34 1.470, H76 1.080, H77 1.086, H78 1.093
36 C -5.378 1.821 1.017  N34 1.470, H79 1.082, H80 1.091, H81 1.091
37 N -3.772 -0.255 -2.815  C31 1.473, C38 1.448, C39 1.404
38 C -5.078 0.279 -3.142  N37 1.448, H82 1.090, H83 1.088, H84 1.088
39 C -3.467 -1.531 -3.315  N37 1.404, C40 1.527, O41 1.205
40 C -4.538 -2.610 -3.176  C39 1.527, H85 1.082, H86 1.086, H87 1.087
41 O -2.433 -1.790 -3.877  C39 1.205
42 H 6.325 -2.179 0.876  C1 1.082
43 H 6.204 -1.626 -0.892  C1 1.082
44 H 7.160 0.176 1.299  C2 1.082
45 H 4.647 2.720 2.339  C6 1.084
46 H 4.726 0.941 2.199  C6 1.088
47 H 2.512 2.673 1.665  C7 1.089
48 H 3.099 2.135 0.096  C7 1.085
49 H 3.092 -0.226 1.214  C8 1.088
50 H 1.885 0.514 2.329  C8 1.087
51 H 1.659 -0.284 -0.547  C9 1.088
52 H 1.031 1.299 -0.215  C9 1.089
53 H -0.034 -0.184 1.846  C10 1.085
54 H -0.021 -1.407 0.589  C10 1.083
55 H -1.050 1.299 -0.058  C11 1.085
56 H -2.013 0.482 1.124  C11 1.086
57 H -3.284 -2.268 -0.987  C13 1.086
58 H -1.640 -2.523 -0.538  C13 1.084
59 H -3.190 -1.118 1.611  C14 1.085
60 H -3.813 -2.650 1.104  C14 1.089
61 H -2.448 -3.681 2.432  C15 1.097
62 H -1.113 -3.246 1.385  C15 1.086
63 H -0.534 -2.566 3.406  N16 1.012
64 H -3.260 -1.853 3.865  C17 1.089
65 H -2.149 -2.698 4.916  C17 1.098
66 H -4.063 -0.542 5.654  C19 1.082
67 H -3.851 1.459 6.984  C20 1.079
68 H -1.660 2.651 7.106  C21 1.078
69 H 0.262 1.714 5.940  C22 1.080
70 H 0.859 0.317 4.278  O24 0.964
71 H -1.481 2.101 -2.031  C28 1.087
72 H -3.394 1.982 -4.539  P29 1.404
73 H -1.655 0.572 -5.079  P29 1.401
74 H -0.474 2.719 -5.282  N30 1.011
75 H -2.818 2.618 0.436  O33 0.972
76 H -5.023 -0.963 -0.777  C35 1.080
77 H -5.231 -0.616 0.976  C35 1.086
78 H -6.544 -0.402 -0.137  C35 1.093
79 H -5.374 2.892 0.862  C36 1.082
80 H -4.706 1.514 1.819  C36 1.091
81 H -6.384 1.542 1.333  C36 1.091
82 H -5.855 0.132 -2.391  C38 1.090
83 H -5.024 1.344 -3.357  C38 1.088
84 H -5.425 -0.192 -4.059  C38 1.088
85 H -4.043 -3.546 -2.951  C40 1.082
86 H -5.254 -2.334 -2.408  C40 1.086
87 H -5.049 -2.682 -4.133  C40 1.087
88 C 7.362 -4.453 -2.043  O89 1.423, H90 1.088, H91 1.090, H92 1.094
89 O 6.797 -3.178 -2.329  C88 1.423, H93 0.963
90 H 7.140 -4.696 -1.006  C88 1.088
91 H 6.937 -5.224 -2.686  C88 1.090
92 H 8.447 -4.431 -2.179  C88 1.094
93 H 6.999 -2.971 -3.248  O89 0.963
94 C 3.617 -1.128 5.235  O95 1.427, H96 1.085, H97 1.093, H98 1.093
95 O 4.605 -0.554 4.380  C94 1.427, H99 0.961
96 H 2.663 -1.063 4.724  C94 1.085
97 H 3.839 -2.178 5.438  C94 1.093
98 H 3.554 -0.579 6.178  C94 1.093
99 H 5.454 -0.609 4.828  O95 0.961
100 C 7.863 5.094 0.816  O101 1.420, H102 1.087, H103 1.094, H104 1.094
101 O 7.272 5.203 -0.471  C100 1.420, H105 0.963
102 H 8.300 6.057 1.068  C100 1.087
103 H 7.108 4.840 1.566  C100 1.094
104 H 8.651 4.335 0.823  C100 1.094
105 H 6.882 4.350 -0.687  O101 0.963
106 C 8.539 -2.378 -6.387  O107 1.424, H108 1.087, H109 1.092, H110 1.093
107 O 7.834 -2.066 -5.189  C106 1.424, H111 0.961
108 H 8.499 -3.456 -6.519  C106 1.087
109 H 8.074 -1.898 -7.251  C106 1.092
110 H 9.584 -2.068 -6.319  C106 1.093
111 H 7.863 -1.113 -5.066  O107 0.961
112 C 6.895 -8.249 -1.127  O113 1.424, H114 1.087, H115 1.093, H116 1.093
113 O 7.898 -7.635 -1.928  C112 1.424, H117 0.961
114 H 5.990 -8.309 -1.725  C112 1.087
115 H 7.190 -9.258 -0.829  C112 1.093
116 H 6.687 -7.656 -0.232  C112 1.093
117 H 8.699 -7.580 -1.401  O113 0.961
118 C -2.971 6.593 -0.504  O119 1.419, H120 1.088, H121 1.094, H122 1.094
119 O -2.785 5.259 -0.057  C118 1.419, H123 0.965
120 H -2.944 7.243 0.368  C118 1.088
121 H -2.175 6.895 -1.191  C118 1.094
122 H -3.939 6.711 -1.001  C118 1.094
123 H -2.812 4.665 -0.816  O119 0.965
124 C -3.060 3.092 3.328  O125 1.431, H126 1.086, H127 1.093, H128 1.093
125 O -2.139 2.120 2.825  C124 1.431, H129 0.965
126 H -3.185 3.853 2.563  C124 1.086
127 H -4.030 2.639 3.548  C124 1.093
128 H -2.671 3.557 4.237  C124 1.093
129 H -2.039 1.441 3.504  O125 0.965
130 C -4.424 5.448 -3.347  O131 1.420, H132 1.088, H133 1.094, H134 1.093
131 O -3.608 4.311 -3.105  C130 1.420, H135 0.966
132 H -5.460 5.145 -3.213  C130 1.088
133 H -4.199 6.256 -2.643  C130 1.094
134 H -4.290 5.816 -4.368  C130 1.093
135 H -2.682 4.556 -3.235  O131 0.966
136 C -7.604 -4.356 -3.290  O137 1.426, H138 1.087, H139 1.093, H140 1.092
137 O -8.064 -3.319 -2.426  C136 1.426, H141 0.961
138 H -6.994 -5.035 -2.700  C136 1.087
139 H -8.447 -4.906 -3.716  C136 1.093
140 H -6.999 -3.937 -4.096  C136 1.092
141 H -8.603 -2.718 -2.947  O137 0.961

As for the SMILES: C=CC(=O)OCCCCCC[C@]1(CCCNCc2ccccc2O)OC(=O)[C@@H]([PH2]=N)[C@@]1(B(O)N(C)C)N(C)C(C)=O.CO.CO.CO.CO.CO.CO.CO.CO.CO. The value obtained for the orbital gap is 8.06 eV. The net charge is 0. The value obtained for the total energy is -3247.86895 a.u. The HOMO energy is -7.6 eV.

Here are the Löwdin charges for atoms 1 to 2, given in e:
1 C 0.08
2 C -0.07